179
Properties=species:S:1:pos:R:3:forces:R:3:lowdin_charge:R:1 method="wB97M-V/def2-TZVPD" total_energy_ha=-22233.34956 homo_ev=-8.5 homo_lumo_gap_ha=0.3082 total_charge=0
C 3.018 -0.906 5.506 -0.3656 1.4890 0.5021 -0.108
B 3.078 0.322 4.456 0.3835 -0.6393 0.9578 -0.575
O 4.321 0.864 4.252 -0.6300 0.6150 -0.2832 0.063
C 1.629 0.865 3.848 1.8651 -1.2639 -0.2212 -0.477
S 0.744 -0.749 3.543 -0.5056 0.4239 -0.7175 1.113
C 1.633 -1.925 2.468 -0.5498 -0.1240 -0.6851 -0.302
C 0.584 -2.647 1.578 -0.9313 2.0148 1.3610 -0.552
O 0.883 -3.493 0.831 1.1650 -2.0445 -1.6338 0.167
O -0.710 -2.224 1.666 0.1510 -0.1212 0.4259 -0.063
C -1.498 -3.027 2.550 -0.6592 -0.1035 0.9985 -0.128
C -2.269 -2.177 3.580 -1.2777 0.3624 -0.3153 -0.280
C -3.777 -2.119 3.304 0.0584 -0.3399 0.2450 -0.068
O -2.115 -2.779 4.909 0.7597 -0.0679 -0.4517 -0.021
C -2.138 -1.874 5.914 2.2784 -0.6234 0.3912 -0.585
O -3.085 -1.284 6.265 -2.4404 1.2053 0.4600 0.162
C -0.796 -1.663 6.617 0.6211 -0.6501 -0.1617 -0.460
S -0.738 -2.662 8.150 -0.2344 -0.1685 0.2032 0.736
O 1.074 1.328 5.086 -0.3973 0.0392 -0.5829 -0.364
S -0.477 1.832 5.209 -0.4619 1.0181 1.2937 0.968
O -1.242 1.470 4.061 -0.1487 -0.8266 -0.7942 -0.335
O -0.245 3.434 5.082 0.9380 -0.9708 -0.0154 -0.307
C 0.371 4.010 3.909 -0.3587 1.2363 -0.8268 -0.327
C -0.729 4.628 2.969 -1.3288 -0.2422 0.9167 -0.327
C -2.154 4.481 3.522 -0.1059 0.7077 -0.9277 -0.017
F -0.747 4.202 1.658 0.3271 -0.0991 -0.0545 0.001
C 1.636 3.378 3.261 1.4377 0.5589 1.3672 -0.551
S 3.015 3.661 4.512 -0.1073 -0.1419 0.5382 0.862
P 2.220 4.662 1.967 -0.3815 -0.1370 -2.1432 0.977
C 1.939 6.376 2.586 -0.0269 -0.1021 0.7815 -0.244
O 3.913 4.536 1.986 -0.5900 0.2406 0.7127 -0.349
C 1.654 1.881 2.677 -0.6715 2.0075 -1.3211 -0.379
C 2.901 1.604 1.796 0.1313 0.2014 0.6976 -0.132
C 3.127 2.028 0.328 -0.1036 0.4293 -1.0235 -0.158
C 2.102 2.721 -0.606 -0.0001 -0.0404 -0.6351 -0.226
C 2.786 3.788 -1.478 -0.2988 -0.7460 -0.3638 -0.179
C 1.788 4.468 -2.420 0.8142 0.7019 0.5510 -0.169
O 1.569 3.686 -3.608 0.0733 -0.2365 0.5511 -0.038
C 0.403 2.978 -3.613 1.5178 -2.2384 -0.7215 -0.560
C 0.575 1.500 -3.934 0.6505 0.9744 0.0115 -0.013
O -0.653 3.448 -3.436 -2.2896 1.6850 0.7088 0.146
O 0.508 1.915 1.842 -0.1105 -0.7764 0.9778 0.100
B -0.035 0.904 1.098 -0.7499 -1.1188 0.2292 -0.861
O -1.392 0.648 1.218 0.1729 1.3555 -0.8429 0.171
O 0.626 0.104 0.153 0.3064 0.0278 0.5576 0.170
H 3.876 -0.829 6.187 0.0580 -0.2074 -0.2158 0.044
H 2.130 -0.802 6.137 -0.0509 -0.2899 -0.1222 0.049
H 3.036 -1.875 5.027 -0.2692 -0.0815 0.0692 -0.009
H 4.716 1.133 5.094 0.2950 -0.3937 -0.2033 0.074
H 2.386 -1.549 1.750 -0.5110 0.0085 0.8067 0.001
H 2.117 -2.735 3.021 0.1365 0.2547 0.1570 0.088
H -2.248 -3.577 1.996 0.2768 -0.0808 -0.4271 0.029
H -0.891 -3.756 3.103 0.0980 0.1261 -0.1641 0.148
H -1.897 -1.148 3.574 0.2467 -0.1801 0.1224 0.112
H -4.226 -3.115 3.429 0.2443 0.4533 -0.1848 0.020
H -3.998 -1.743 2.305 0.1959 -0.0092 0.0056 0.054
H -4.282 -1.490 4.037 0.1806 0.2153 -0.0867 0.081
H -0.016 -2.011 5.944 0.1062 0.1825 0.1126 0.038
H -0.661 -0.615 6.872 -0.1760 0.0302 -0.1147 0.062
H 0.446 -2.274 8.678 -0.2326 0.1248 -0.4733 -0.147
H 0.777 4.912 4.368 0.0705 -0.0628 -0.0423 0.100
H -0.594 5.711 2.937 0.5603 -0.1214 -0.0902 0.119
H -2.736 5.218 2.955 -0.0592 -0.1247 0.0572 0.087
H -2.595 3.515 3.284 0.2630 -0.1916 0.4226 0.085
H -2.239 4.784 4.563 0.0740 -0.3477 0.0588 0.088
H 2.331 3.654 5.678 -0.1046 -0.2091 -0.3849 -0.086
H 1.021 6.757 2.136 0.0129 -0.1434 -0.0050 0.036
H 1.895 6.518 3.671 0.1507 0.0193 -0.1031 0.045
H 2.742 7.005 2.192 0.0918 -0.1936 0.0234 0.046
H 4.219 5.299 1.475 0.1158 -0.2379 0.0248 0.052
H 3.003 0.522 1.812 0.2466 -0.0013 0.2721 0.034
H 3.717 2.040 2.375 0.1883 -0.5366 -0.0930 0.095
H 4.017 2.660 0.275 -0.0614 0.0747 0.4799 0.094
H 3.462 1.158 -0.251 -0.1370 -0.2057 0.3718 0.100
H 1.721 1.987 -1.322 -0.1234 -0.1276 0.2459 0.090
H 1.223 3.155 -0.137 0.1990 0.0107 0.3120 0.076
H 3.520 3.287 -2.122 0.1488 0.1424 0.1566 0.126
H 3.327 4.516 -0.868 -0.1950 0.1252 -0.0195 0.090
H 2.227 5.416 -2.740 -0.2637 0.0128 -0.1369 0.122
H 0.868 4.657 -1.863 -0.1926 0.0499 -0.4062 0.127
H 0.822 1.428 -5.002 0.0403 -0.0460 0.8242 -0.023
H -0.344 0.970 -3.708 -0.0259 0.0140 -0.1198 0.091
H 1.404 1.118 -3.337 -0.0033 -0.1768 -0.2034 0.080
H -1.743 0.668 0.315 -0.2945 -0.5740 0.3094 0.120
H 1.409 -0.312 0.533 0.1399 0.3818 -0.4247 0.068
C 5.778 -1.934 2.243 0.2487 -0.0790 0.0180 -0.921
Cl 5.066 -2.306 3.812 0.4755 -0.2875 -0.2225 0.659
Cl 4.557 -1.301 1.131 0.5704 0.0019 -0.3353 0.634
H 6.548 -1.181 2.373 -0.1245 0.0799 0.0429 0.043
H 6.206 -2.838 1.823 -0.1340 0.0012 -0.0666 -0.032
C -3.582 -5.906 4.217 0.0265 0.2747 0.2653 -0.994
Cl -4.034 -5.367 2.590 -0.0668 -0.6126 -0.1335 0.560
Cl -4.961 -5.845 5.320 0.0011 -0.0863 0.0025 0.577
H -3.216 -6.920 4.165 -0.1548 -0.0531 -0.0437 -0.050
H -2.806 -5.247 4.596 -0.1039 0.0959 -0.0310 0.025
C -6.256 -2.846 0.453 -0.0466 -0.0949 -0.0271 -1.006
Cl -6.617 -1.650 1.704 -0.2161 -0.0131 -0.0687 0.551
Cl -5.374 -2.147 -0.909 -0.4667 0.2915 0.0026 0.485
H -5.653 -3.635 0.892 0.0551 0.0891 0.0286 -0.019
H -7.191 -3.254 0.085 0.0011 0.0727 -0.0064 0.026
C 6.280 -4.496 -1.180 -0.1491 -0.0405 -0.0380 -1.027
Cl 6.964 -5.060 0.355 0.0057 -0.0675 0.0024 0.523
Cl 6.405 -2.740 -1.344 0.1009 -0.0357 -0.1464 0.509
H 6.818 -4.967 -1.995 0.0798 0.0505 0.0674 0.031
H 5.226 -4.760 -1.213 0.4563 0.0578 0.1823 -0.092
C -1.498 -3.962 -1.741 0.1862 0.0063 0.1011 -0.996
Cl -1.957 -3.415 -3.360 0.0539 -0.0153 -0.0386 0.509
Cl -2.873 -3.917 -0.635 0.4119 -0.3179 0.0211 0.536
H -1.133 -4.981 -1.806 -0.1096 -0.0150 -0.0557 0.016
H -0.721 -3.311 -1.355 -0.0714 0.0615 0.0223 0.017
C 0.591 -1.428 -6.891 0.0537 -0.0885 0.1606 -1.030
Cl 1.307 -2.012 -5.384 -0.0253 -0.0395 0.0245 0.521
Cl 0.419 0.333 -6.887 -0.1845 -0.3151 -0.8445 0.583
H 1.230 -1.712 -7.714 0.1008 0.0685 0.0847 -0.035
H -0.391 -1.873 -7.010 0.0036 0.0412 0.1006 0.021
C -1.220 -1.123 -10.196 -0.0451 0.1602 0.1194 -1.006
Cl -2.093 -1.473 -11.692 0.0049 0.0035 -0.0061 0.538
Cl 0.293 -2.035 -10.100 -0.0532 -0.0253 -0.2070 0.557
H -0.992 -0.064 -10.164 0.0487 -0.0346 -0.0795 0.025
H -1.847 -1.395 -9.354 0.0012 -0.0867 -0.0620 0.030
C -5.586 -0.709 -12.996 0.0825 -0.0450 -0.1197 -1.022
Cl -5.572 0.710 -14.041 -0.1500 -0.1740 -0.2259 0.487
Cl -6.746 -0.530 -11.671 0.0521 -0.0500 0.0310 0.531
H -5.862 -1.577 -13.585 -0.1000 0.0559 0.0169 0.028
H -4.597 -0.843 -12.574 -0.0395 0.1121 0.0853 -0.049
C 3.450 2.869 8.859 -0.0431 0.1722 -0.0070 -0.988
Cl 3.868 1.563 7.741 -0.1366 -0.2423 0.0749 0.585
Cl 4.379 4.317 8.480 -0.1426 0.1493 0.2228 0.510
H 2.394 3.097 8.759 0.0214 -0.0556 -0.1013 0.028
H 3.668 2.548 9.871 0.1232 -0.0129 -0.0604 0.030
C -5.740 -3.254 7.799 0.1053 0.0836 -0.0825 -1.039
Cl -5.427 -4.160 9.285 0.0671 -0.0326 -0.0107 0.495
Cl -7.398 -2.641 7.748 -0.0056 0.0256 -0.0559 0.501
H -5.055 -2.415 7.748 -0.0556 0.0111 0.0657 0.011
H -5.587 -3.914 6.952 -0.0683 0.0273 0.0877 -0.053
C -1.041 -9.156 3.108 0.0419 -0.0576 -0.0460 -1.018
Cl -1.850 -7.803 2.302 0.2048 -0.1982 -0.2850 0.548
Cl -0.679 -8.776 4.794 0.0364 0.0083 0.0317 0.510
H -1.692 -10.021 3.077 -0.0646 0.0774 0.0599 -0.037
H -0.113 -9.370 2.589 0.0071 0.0874 0.0363 0.027
C 6.462 4.965 4.765 -0.0722 -0.1334 -0.1641 -1.002
Cl 6.892 6.615 5.245 -0.1696 0.0311 0.0290 0.548
Cl 6.703 3.820 6.089 0.0787 -0.0688 -0.1746 0.502
H 5.416 4.947 4.473 0.0219 0.0426 0.0850 -0.039
H 7.087 4.669 3.929 0.0796 0.0294 0.0792 0.032
C 9.999 7.296 3.665 -0.0683 0.0191 0.0264 -1.053
Cl 11.090 5.906 3.721 -0.0596 -0.0626 -0.0278 0.497
Cl 10.840 8.801 4.058 -0.0553 0.0337 -0.0192 0.503
H 9.589 7.378 2.665 0.1108 0.0141 -0.0145 0.026
H 9.203 7.142 4.386 0.2000 0.0194 -0.0241 -0.063
C -3.933 3.758 -11.836 0.0783 0.0799 0.0745 -0.996
Cl -3.385 2.081 -11.974 0.2139 0.0949 0.1966 0.493
Cl -5.370 4.069 -12.816 -0.0236 0.0624 0.0332 0.516
H -4.172 3.961 -10.798 -0.0787 -0.0809 -0.0310 0.029
H -3.136 4.412 -12.170 -0.0187 -0.0653 -0.0826 0.028
C -6.050 6.894 -15.443 0.0405 -0.0805 -0.0225 -1.040
Cl -5.603 8.093 -14.224 0.0632 -0.0399 0.0204 0.494
Cl -7.589 7.292 -16.217 0.0081 -0.0511 -0.0373 0.501
H -5.276 6.862 -16.201 -0.0381 0.0986 -0.0037 0.025
H -6.141 5.926 -14.962 -0.0589 0.0627 0.0512 -0.020
C 2.221 -6.483 -1.750 -0.0716 -0.0776 0.0918 -0.995
Cl 2.515 -7.790 -2.901 -0.0356 -0.0171 0.0379 0.520
Cl 3.170 -5.042 -2.143 -0.4414 0.0412 -0.1365 0.576
H 1.169 -6.223 -1.776 0.0469 0.0460 -0.0812 0.011
H 2.497 -6.822 -0.758 0.0749 0.0232 -0.0446 0.032
C -2.113 -13.270 4.412 -0.1036 -0.1227 0.1705 -1.004
Cl -2.414 -11.983 5.589 0.0073 -0.0719 -0.0957 0.512
Cl -1.225 -12.690 2.997 0.0227 -0.0901 -0.0478 0.532
H -1.527 -14.046 4.891 0.0674 0.0844 -0.0074 0.025
H -3.065 -13.670 4.083 0.0043 0.1034 -0.0467 0.026
C -9.695 -0.540 -9.400 0.0218 -0.0383 -0.0384 -1.039
Cl -10.748 0.738 -10.019 0.0063 -0.0334 -0.0664 0.502
Cl -9.373 -0.339 -7.674 0.0429 -0.0627 0.0032 0.501
H -10.178 -1.497 -9.557 -0.0588 0.0518 0.0592 0.027
H -8.754 -0.504 -9.936 -0.0492 0.0829 0.0714 -0.050
C 0.619 5.889 -6.119 -0.0787 -0.0467 0.1488 -1.025
Cl 1.238 4.836 -7.399 -0.0374 -0.0754 0.0287 0.500
Cl 1.266 7.529 -6.255 -0.0235 0.0237 0.0402 0.502
H -0.462 5.932 -6.194 0.0380 0.0381 -0.0883 0.030
H 0.910 5.475 -5.160 0.0793 -0.0098 -0.0731 -0.005